Density functional theory data (the ωB97M-V functional and the def2-TZVPD basis) for one molecule with the formula C9H9Cl2N5 in a non-equilibrium geometry.

Properties
**HOMO energy**: -9.60 eV
**SMILES string**: Cn1nnnc1NCc1ccc(Cl)c(Cl)c1
**DFT total energy**: -41973.5289 eV
**LUMO**: 0.4 eV
**2S+1**: 1

Structure (XYZ):
```
25
Properties=species:S:1:pos:R:3:nbo_charge:R:1
C 1.528 -1.366 -1.179 -0.1611
N -3.156 -0.527 -0.350 -0.3321
C 0.450 0.764 -0.860 -0.0310
C 2.629 0.359 0.082 -0.0575
H -2.579 1.976 -0.222 0.3959
N -3.153 -1.742 0.179 -0.0637
H -0.708 -0.925 2.938 0.2296
C -2.141 0.112 0.190 0.4576
H 0.462 -0.992 1.604 0.2182
N -1.531 -0.734 1.064 -0.1940
H 1.562 2.193 0.289 0.2331
C -0.744 1.656 -1.050 -0.2301
C -0.445 -0.506 1.966 -0.4149
H -1.171 1.477 -2.046 0.1960
H -0.452 2.706 -0.974 0.2119
Cl 3.957 -1.987 -0.180 0.0422
Cl 3.976 0.919 0.998 0.0374
C 2.621 -0.932 -0.441 -0.0916
H -0.388 -0.871 -1.968 0.2318
C 0.454 -0.523 -1.388 -0.2224
H -0.282 0.567 2.047 0.2321
H 1.527 -2.365 -1.584 0.2313
N -2.208 -1.885 1.009 -0.0678
N -1.752 1.428 0.001 -0.6309
C 1.545 1.197 -0.126 -0.2200
```


Density functional theory data (the ωB97M-V functional and the def2-TZVPD basis) for one molecule with the formula C6H8 in a non-equilibrium geometry.

Properties
**HOMO energy**: -9.56 eV
**SMILES string**: C#CC1CCC1
**DFT total energy**: -6348.3040 eV
**ΔE to the lowest compared entry with this formula, charge and spin**: 57.19 kcal per mole
**LUMO**: 1.0 eV
**2S+1**: 1

Structure (XYZ):
```
14
Properties=species:S:1:pos:R:3:nbo_charge:R:1
H -1.743 3.239 -1.287 0.2293
C 1.296 -0.998 0.193 -0.4040
H 2.228 -0.436 0.061 0.2053
C -0.970 1.482 -0.230 0.0159
C 0.361 -0.378 1.251 -0.3819
H -0.296 -1.571 -1.260 0.2119
H 1.550 -2.055 0.334 0.2048
C -1.652 2.330 -0.759 -0.2714
H -0.183 -1.159 1.794 0.2067
H -1.632 -0.080 0.443 0.2516
H 0.786 0.319 1.972 0.2130
C 0.236 -0.692 -0.895 -0.3789
C -0.595 0.141 0.151 -0.3191
H 0.616 -0.143 -1.769 0.2167
```


Density functional theory data (the ωB97M-V functional and the def2-TZVPD basis) for a 2-piece molecular cluster, CH5N2O overall in a non-equilibrium geometry.

Properties
**HOMO energy**: -2.87 eV
**DFT total energy**: -6145.5769 eV
**ΔE to the lowest compared entry with this formula, charge and spin**: 16.66 kcal per mole
**LUMO**: 4.9 eV
**Total charge**: -1
**2S+1**: 1

Structure (XYZ):
```
9
Properties=species:S:1:pos:R:3:nbo_charge:R:1
H 1.683 -0.188 -1.707 0.0800
H -1.433 1.629 1.214 0.4367
N 0.851 0.079 0.282 -0.9649
O -1.186 0.960 1.853 -1.0116
H -1.020 -1.376 -0.870 0.3024
C 0.789 -0.403 -0.971 0.2636
H 1.858 0.222 0.358 0.3076
N -0.271 -0.983 -1.600 -0.9182
H -0.400 0.773 1.235 0.5045
```


Density functional theory data (the ωB97M-V functional and the def2-TZVPD basis) for C5H6O2 as an isolated structure in a non-equilibrium geometry.

Properties
**HOMO energy**: -8.76 eV
**DFT total energy**: -9372.0781 eV
**ΔE to the lowest compared entry with this formula, charge and spin**: 115.71 kcal per mole
**LUMO**: 0.9 eV
**2S+1**: 1

Structure (XYZ):
```
13
Properties=species:S:1:pos:R:3:nbo_charge:R:1
C -1.111 -0.692 -0.779 0.0736
O -1.619 0.404 -0.038 -0.5001
H 0.871 0.070 -1.884 0.2345
H 1.699 1.142 1.120 0.0776
C 0.446 0.560 1.262 -0.0695
C -0.277 0.978 0.009 0.0475
C 0.132 -1.230 -0.093 0.0410
O 0.342 -0.835 1.265 -0.4903
H 0.528 -2.215 -0.332 0.2196
H 0.800 1.099 2.099 0.2531
C 0.228 -0.066 -1.022 -0.3099
H -0.242 2.044 -0.204 0.2142
H -1.797 -1.260 -1.402 0.2086
```


Density functional theory data (the ωB97M-V functional and the def2-TZVPD basis) for an isolated ion of composition C3H7NO and charge +1 in a non-equilibrium geometry.

Properties
**HOMO energy (alpha / beta)**: -15.87 / -15.82 eV
**DFT total energy**: -6751.7206 eV
**ΔE to the lowest compared entry with this formula, charge and spin**: 29.98 kcal per mole
**LUMO (alpha / beta)**: -4.9 / -8.8 eV
**Total charge**: +1
**2S+1**: 2

Structure (XYZ):
```
12
Properties=species:S:1:pos:R:3:nbo_charge:R:1
H -1.842 0.980 -0.188 0.2909
N -0.586 -0.630 0.409 -0.2444
H 1.578 -0.891 0.423 0.2545
H 0.707 -2.164 1.067 0.2677
H -0.239 1.386 0.767 0.2578
H 0.875 -0.708 2.029 0.2580
H -0.539 -1.131 -0.486 0.3946
C -0.792 0.750 0.028 -0.3186
C -0.090 1.035 -1.419 0.4399
C 0.654 -1.061 1.022 -0.4958
H 1.020 0.867 -1.425 0.2001
O -0.745 1.568 -2.225 -0.3046
```


Density functional theory data (the ωB97M-V functional and the def2-TZVPD basis) for a 4-piece molecular cluster, C4H15N2O5 overall in a non-equilibrium geometry.

Properties
**HOMO energy**: -13.92 eV
**DFT total energy**: -17600.1478 eV
**ΔE to the lowest compared entry with this formula, charge and spin**: 96.14 kcal per mole
**LUMO**: -3.9 eV
**Total charge**: +1
**2S+1**: 1

Structure (XYZ):
```
26
Properties=species:S:1:pos:R:3:nbo_charge:R:1
C 1.914 -1.862 -1.057 0.4162
H -2.071 1.504 2.589 0.4721
H 0.135 3.078 0.254 0.4770
O 3.121 -1.737 -1.143 -0.4443
H 0.200 4.065 -0.812 0.4984
H 1.653 0.679 -0.983 0.4420
H 1.720 -1.334 1.094 0.2474
H -0.664 -2.553 -0.256 0.2845
C -0.293 -1.460 -0.067 -0.5924
H -3.236 -0.723 1.260 0.4012
O -1.448 0.485 0.946 -0.6691
H -0.818 0.296 -3.415 0.5067
C -1.361 -0.745 0.676 0.6904
H 0.456 0.635 -2.731 0.4667
H -0.438 -1.199 -1.094 0.3108
C 1.208 -1.105 0.225 -0.1054
H 0.356 0.880 0.059 0.4982
H 2.037 0.806 0.599 0.4602
N -2.592 -1.425 0.899 -0.8035
H -2.930 -2.265 1.164 0.4100
O -1.477 2.188 2.865 -0.9135
O 0.651 3.211 -0.594 -0.9702
H 1.436 -2.423 -1.698 0.1505
N 1.306 0.415 -0.081 -0.7217
O -0.466 0.219 -2.473 -0.9570
H -0.690 1.720 2.779 0.4449
```


- What is the 2S+1 in the fourth record?
  1


- Number 6 is which compound?
  C4H15N2O5